Density functional theory data (ωB97M-V with the def2-TZVPD basis set) for a structure of composition C43H39BiClF9N6O11S.

The largest force on an atom comes out at 0.0149 Eh/bohr. The calculated total energy is -130348.60326 eV. The LUMO energy is 3.24 eV. The energy relative to the best compared isomer or geometry (same formula, charge and spin) comes out at 0.000 eV.

Geometry as ORCA input:
```
! RIJCOSX wB97M-V def2-TZVPD def2/J DEFGRID3
* xyz -2 1
Bi -0.173 0.740 0.266
O 0.432 4.989 5.083
C 0.345 4.212 4.166
C 1.468 3.771 3.252
O 2.597 4.224 3.215
C 0.890 2.740 2.395
C -0.494 2.639 2.611
O -1.239 1.874 1.883
C -0.919 3.516 3.696
O -2.035 3.699 4.142
O 1.480 2.051 1.496
N -1.868 -0.799 0.698
C -3.173 -0.121 0.634
C -3.230 0.877 -0.535
O -4.328 1.172 -0.989
O -2.088 1.357 -0.911
H -1.786 -1.514 -0.054
H -1.685 -1.192 1.616
H -3.305 0.460 1.547
H -3.995 -0.826 0.522
C 0.823 -6.691 5.337
C 0.871 -5.290 4.782
C 0.175 -4.960 3.621
C 0.209 -3.672 3.115
C 0.955 -2.701 3.767
C 1.669 -3.010 4.912
C 1.625 -4.303 5.413
S 0.816 -0.990 3.254
O 1.823 -0.266 3.982
O -0.575 -0.672 3.472
N 1.019 -1.009 1.661
C 2.177 -1.551 1.120
C 3.280 -2.001 1.837
C 4.364 -2.636 1.211
C 4.399 -2.835 -0.140
C 3.332 -2.351 -0.926
C 3.297 -2.477 -2.333
C 2.245 -1.981 -3.045
C 1.211 -1.328 -2.349
N 1.220 -1.185 -1.048
C 2.236 -1.694 -0.311
H -0.114 -7.185 5.074
H 0.916 -6.684 6.424
H 1.641 -7.297 4.937
H -0.407 -5.721 3.112
H -0.331 -3.411 2.210
H 2.246 -2.229 5.394
H 2.180 -4.549 6.313
H 3.322 -1.826 2.901
H 5.192 -2.972 1.824
H 5.233 -3.338 -0.617
H 4.115 -2.987 -2.832
H 2.187 -2.087 -4.121
H 0.341 -0.933 -2.869
F -3.972 -2.806 -4.142
C -3.428 -2.275 -3.014
F -4.424 -2.116 -2.128
F -2.976 -1.060 -3.334
C -2.272 -3.139 -2.381
O -1.591 -2.467 -1.488
C -1.349 -3.636 -3.567
F -1.028 -2.620 -4.401
F -1.891 -4.610 -4.337
F -0.188 -4.116 -3.094
C -2.942 -4.438 -1.754
F -2.063 -5.464 -1.672
F -4.020 -4.912 -2.421
F -3.345 -4.179 -0.502
C 7.438 0.860 -4.624
C 6.194 1.727 -4.849
C 6.678 3.151 -5.182
C 5.430 1.191 -6.064
C 5.317 1.733 -3.546
O 6.082 2.396 -2.559
C 4.895 0.315 -3.072
C 5.804 -0.405 -2.066
C 5.917 0.152 -0.666
C 7.161 0.124 -0.041
C 7.322 0.525 1.275
C 6.220 0.970 1.985
Cl 6.404 1.447 3.645
C 4.973 1.032 1.387
C 4.830 0.617 0.067
C 4.004 2.494 -3.859
N 3.157 2.748 -2.713
C 1.916 2.292 -2.503
N 1.448 2.736 -1.362
C 2.461 3.514 -0.890
N 3.519 3.554 -1.683
H 8.130 0.979 -5.462
H 7.177 -0.199 -4.553
H 7.946 1.165 -3.707
H 7.440 3.101 -5.965
H 7.110 3.624 -4.302
H 5.872 3.783 -5.558
H 6.119 1.114 -6.909
H 4.620 1.861 -6.363
H 5.008 0.198 -5.891
H 5.497 2.798 -1.896
H 4.786 -0.336 -3.943
H 3.897 0.388 -2.627
H 6.813 -0.492 -2.464
H 5.405 -1.423 -1.978
H 8.026 -0.222 -0.597
H 8.295 0.495 1.751
H 4.116 1.405 1.935
H 3.838 0.658 -0.376
H 3.405 1.874 -4.524
H 4.221 3.442 -4.346
H 1.399 1.631 -3.186
H 2.436 4.012 0.068
*
```


Density functional theory data (ωB97M-V with the def2-TZVPD basis set) for a structure of composition C43H39CdCl2FN5O4.

The largest force on an atom comes out at 0.0120 Eh/bohr. The calculated total energy is -93193.43770 eV. The LUMO energy is 2.30 eV. The energy relative to the best compared isomer or geometry (same formula, charge and spin) comes out at 0.691 eV.

Geometry as ORCA input:
```
! RIJCOSX wB97M-V def2-TZVPD def2/J DEFGRID3
* xyz -1 1
Cd -0.293 0.570 0.200
N -1.519 -0.736 -2.564
C -1.046 -2.046 -2.670
C -0.554 -2.524 -3.886
C -0.086 -3.820 -4.013
C -0.103 -4.665 -2.913
C -0.602 -4.189 -1.708
C -1.090 -2.892 -1.546
C -1.619 -2.520 -0.190
C -2.499 -3.461 0.362
C -2.872 -3.418 1.694
C -2.316 -2.439 2.503
C -1.478 -1.485 1.944
C -1.131 -1.443 0.582
H -1.332 -0.451 -1.612
H -1.077 -0.099 -3.212
H -0.541 -1.851 -4.737
H 0.296 -4.163 -4.967
H 0.271 -5.679 -2.986
H -0.603 -4.839 -0.840
H -2.891 -4.247 -0.276
H -3.572 -4.144 2.091
H -2.556 -2.391 3.560
H -1.099 -0.716 2.607
C -0.858 3.419 7.623
C -0.060 2.128 7.480
C 1.228 2.229 8.287
C 2.099 1.002 8.088
C 2.407 0.843 6.627
C 3.589 0.285 6.191
C 3.823 0.136 4.830
F 4.997 -0.433 4.446
C 2.917 0.528 3.889
C 1.711 1.097 4.312
C 0.721 1.473 3.274
O 1.054 1.457 2.090
C -0.575 1.847 3.788
C -0.707 2.037 5.122
N 0.249 1.833 6.068
C 1.457 1.269 5.678
C -1.841 2.085 2.943
O -2.761 2.685 3.521
O -1.835 1.606 1.784
H -0.917 3.682 8.681
H -1.874 3.340 7.245
H -0.359 4.231 7.092
H -0.651 1.294 7.877
H 0.962 2.360 9.337
H 1.773 3.125 7.973
H 1.569 0.116 8.455
H 3.025 1.077 8.662
H 4.337 -0.048 6.901
H 3.081 0.397 2.829
H -1.673 2.391 5.456
C 3.241 -0.984 -2.869
C 3.721 0.232 -3.339
C 3.109 1.407 -2.948
C 2.014 1.366 -2.071
N 1.588 0.184 -1.611
C 2.164 -0.946 -2.001
C 1.252 2.581 -1.645
C 1.646 3.842 -2.115
C 0.913 4.971 -1.797
C -0.225 4.847 -1.009
C -0.603 3.601 -0.533
C 0.118 2.439 -0.827
H 3.675 -1.928 -3.168
H 4.564 0.263 -4.019
H 3.475 2.348 -3.330
H 1.731 -1.858 -1.599
H 2.527 3.964 -2.732
H 1.226 5.942 -2.163
H -0.810 5.725 -0.761
H -1.479 3.518 0.102
N 2.067 -1.400 1.452
C 2.812 -2.137 0.968
N 3.670 -2.964 0.357
C 5.077 -2.548 0.357
C 5.764 -3.027 1.624
O 5.616 -4.434 1.767
C 4.247 -4.797 1.874
C 3.484 -4.397 0.622
H 5.118 -1.463 0.264
H 5.552 -2.991 -0.521
H 5.337 -2.513 2.496
H 6.834 -2.826 1.591
H 3.800 -4.311 2.751
H 4.219 -5.877 2.021
H 2.418 -4.594 0.723
H 3.862 -4.946 -0.242
Cl -3.590 1.211 -0.671
C -3.960 1.316 -2.387
Cl -2.808 2.353 -3.268
H -4.944 1.749 -2.520
H -3.885 0.325 -2.819
*
```


Density functional theory data (ωB97M-V with the def2-TZVPD basis set) for a structure of composition C43H39HfN4O8P2SSi in a non-equilibrium geometry.

The largest force on an atom comes out at 0.0199 Eh/bohr. The calculated total energy is -106152.13828 eV. The LUMO energy is -3.78 eV.

Geometry as ORCA input:
```
! RIJCOSX wB97M-V def2-TZVPD def2/J DEFGRID3
* xyz 1 1
Hf -0.544 -0.745 -0.555
O -2.228 -1.584 0.896
C -1.779 -2.643 0.423
O -1.463 -2.653 -0.831
C -1.070 -3.629 1.270
C -1.422 -4.902 1.628
C -0.453 -5.677 2.259
C 0.831 -5.227 2.455
C 1.160 -3.930 2.079
C 0.216 -3.056 1.508
O 0.423 -1.833 1.083
N 2.576 -3.570 2.220
O 3.385 -4.469 2.111
O 2.857 -2.413 2.460
N -0.797 -7.046 2.677
O 0.090 -7.728 3.144
O -1.952 -7.392 2.528
H -2.400 -5.312 1.423
H 1.579 -5.876 2.883
C 0.380 3.946 1.197
N 0.070 2.646 0.591
P -0.476 1.290 1.471
C 0.489 1.237 2.986
C 0.131 2.002 4.101
C 0.935 1.992 5.227
C 2.084 1.213 5.254
C 2.430 0.433 4.161
C 1.631 0.444 3.026
C -2.153 1.688 2.022
C -2.782 0.818 2.912
C -4.064 1.088 3.354
C -4.730 2.223 2.910
C -4.110 3.089 2.024
C -2.821 2.826 1.582
P 0.623 2.159 -0.922
C 0.834 3.642 -1.940
C -0.183 4.095 -2.779
C -0.004 5.240 -3.538
C 1.192 5.940 -3.473
C 2.214 5.494 -2.648
C 2.039 4.349 -1.888
C 2.316 1.546 -0.775
C 3.132 1.389 0.266
C 3.933 0.100 0.169
C 4.731 0.065 -1.078
C 3.973 0.253 -2.154
C 2.539 0.484 -1.851
H -0.143 4.035 2.147
H 0.046 4.752 0.543
H 1.450 4.058 1.381
H -0.779 2.590 4.092
H 0.660 2.584 6.090
H 2.701 1.201 6.142
H 3.301 -0.205 4.195
H 1.862 -0.203 2.193
H -2.275 -0.076 3.256
H -4.549 0.406 4.040
H -5.735 2.428 3.254
H -4.625 3.974 1.675
H -2.348 3.504 0.885
H -1.117 3.558 -2.839
H -0.800 5.582 -4.185
H 1.330 6.832 -4.068
H 3.149 6.035 -2.600
H 2.846 4.005 -1.255
H 3.149 1.977 1.172
H 4.424 -0.227 1.077
H 5.785 -0.166 -1.068
H 4.311 0.175 -3.176
H 1.898 0.623 -2.722
S 0.078 -1.786 -5.216
C -0.358 -0.966 -3.788
N 0.013 -1.509 -2.665
C 0.724 -2.693 -2.898
C 1.298 -3.525 -1.935
C 1.977 -4.645 -2.361
C 2.091 -4.953 -3.724
C 1.535 -4.138 -4.684
C 0.853 -3.000 -4.253
H -0.919 -0.045 -3.824
H 1.213 -3.309 -0.881
H 2.426 -5.300 -1.626
H 2.625 -5.844 -4.025
H 1.622 -4.371 -5.736
O 2.797 -0.927 -0.019
C 1.989 -0.627 -0.951
C -4.377 -0.040 -0.361
Si -2.924 0.400 -1.491
C -3.405 -0.387 -3.169
C -3.083 2.272 -1.822
H -5.254 0.531 -0.676
H -4.185 0.170 0.688
H -4.621 -1.101 -0.442
H -4.495 -0.368 -3.254
H -3.098 -1.430 -3.262
H -3.022 0.167 -4.029
H -4.102 2.609 -1.623
H -2.871 2.496 -2.869
H -2.425 2.876 -1.196
*
```